# 1
This record from the OMol25 dataset describes 2 unconnected molecules or ions with the total composition C6H12NPS at a distorted geometry. The level of theory is wB97M-V/def2-TZVPD.

Summary:
* HOMO-LUMO gap: 9.311 eV
* HOMO: -0.318 Eh
* DFT total energy: -28028.3702 eV
* relative energy (zero: lowest compared OMol25 entry of this formula, charge and spin): 45.2 kcal per mole

Each line ends with the Löwdin charge.
Cartesian coordinates (Å):
1 C -1.206 1.457 -1.025  -0.144
2 C -0.343 0.596 -0.379  -0.298
3 C -2.467 1.700 -0.348  -0.302
4 C -2.561 1.003 0.978  -0.427
5 C 2.351 -0.944 0.984  -0.099
6 C 3.472 -1.125 -1.090  -0.199
7 N 2.812 -0.439 -0.087  -0.143
8 P -1.090 -0.129 1.172  0.695
9 S -2.092 -1.924 0.241  0.337
10 H -0.855 2.011 -1.910  0.112
11 H 0.597 0.269 -0.695  -0.004
12 H -2.680 2.689 -0.196  0.084
13 H -3.211 1.501 -1.025  0.089
14 H -2.524 1.730 1.856  0.095
15 H -3.354 0.250 1.041  0.033
16 H -2.248 -2.421 1.446  -0.259
17 H 2.423 -1.998 1.330  0.077
18 H 1.811 -0.351 1.800  0.058
19 H 4.641 -1.082 -0.868  0.117
20 H 3.167 -2.238 -1.159  0.097
21 H 3.357 -0.556 -2.066  0.082

# 2
This record from the OMol25 dataset describes 21 unconnected molecules or ions with the total composition C84H105N21 at a distorted geometry. The level of theory is wB97M-V/def2-TZVPD.

Summary:
* HOMO-LUMO gap: 8.008 eV
* HOMO: -0.278 Eh
* DFT total energy: -120092.3321 eV
* relative energy (zero: lowest compared OMol25 entry of this formula, charge and spin): 119.7 kcal per mole

Each line ends with the Löwdin charge.
Cartesian coordinates (Å):
1 N 12.113 2.440 -16.429  0.006
2 C 12.291 3.736 -16.777  -0.157
3 C 11.735 4.000 -18.029  -0.107
4 C 11.200 2.788 -18.393  -0.137
5 C 11.392 1.779 -17.421  -0.099
6 H 12.481 1.930 -15.638  0.144
7 H 12.962 4.379 -16.226  0.101
8 H 11.701 4.933 -18.572  0.096
9 H 10.685 2.751 -19.342  0.072
10 H 11.124 0.735 -17.484  0.075
11 N -0.392 3.245 -17.882  0.028
12 C 0.892 3.584 -17.730  -0.155
13 C 0.999 4.820 -17.033  -0.102
14 C -0.347 5.156 -16.711  -0.116
15 C -1.152 4.227 -17.300  -0.150
16 H -0.739 2.415 -18.340  0.091
17 H 1.600 2.963 -18.257  0.078
18 H 1.957 5.313 -16.957  0.092
19 H -0.665 5.984 -16.095  0.093
20 H -2.227 4.129 -17.277  0.103
21 N -1.196 1.494 -20.854  0.050
22 C -1.929 1.228 -19.752  -0.174
23 C -1.381 0.146 -19.042  -0.116
24 C -0.216 -0.138 -19.629  -0.115
25 C -0.135 0.701 -20.714  -0.176
26 H -1.453 2.088 -21.629  0.166
27 H -2.819 1.786 -19.501  0.112
28 H -1.749 -0.266 -18.114  0.111
29 H 0.453 -0.950 -19.382  0.109
30 H 0.669 0.898 -21.408  0.088
31 N 4.297 2.769 -18.874  0.034
32 C 5.487 3.011 -18.229  -0.063
33 C 5.617 1.950 -17.289  -0.092
34 C 4.542 1.064 -17.510  -0.150
35 C 3.770 1.577 -18.512  -0.188
36 H 3.921 3.415 -19.554  0.105
37 H 5.961 3.898 -18.623  0.088
38 H 6.316 1.929 -16.466  0.082
39 H 4.432 0.123 -16.991  0.079
40 H 2.882 1.137 -18.940  0.115
41 N 8.539 -3.837 -16.708  0.051
42 C 9.773 -4.234 -17.217  -0.115
43 C 9.806 -5.653 -17.327  -0.104
44 C 8.535 -6.103 -16.951  -0.151
45 C 7.796 -5.017 -16.514  -0.151
46 H 8.282 -2.862 -16.647  0.113
47 H 10.549 -3.530 -17.478  0.095
48 H 10.722 -6.081 -17.706  0.088
49 H 8.205 -7.131 -16.946  0.096
50 H 6.840 -5.016 -16.012  0.095
51 N 7.735 7.372 -19.740  0.000
52 C 7.744 7.261 -18.390  -0.135
53 C 7.861 5.923 -18.064  -0.117
54 C 8.001 5.282 -19.245  -0.183
55 C 7.827 6.110 -20.312  -0.109
56 H 7.883 8.211 -20.282  0.146
57 H 7.548 8.131 -17.781  0.108
58 H 7.755 5.605 -17.038  0.106
59 H 8.241 4.232 -19.333  0.095
60 H 7.852 6.071 -21.391  0.098
61 N 2.162 3.327 -21.943  0.024
62 C 2.506 4.457 -21.173  -0.151
63 C 3.725 4.963 -21.610  -0.121
64 C 4.160 4.114 -22.697  -0.068
65 C 3.165 3.066 -22.793  -0.121
66 H 1.293 2.813 -21.916  0.117
67 H 1.925 4.856 -20.354  0.099
68 H 4.254 5.689 -21.011  0.092
69 H 5.106 4.271 -23.194  0.074
70 H 3.081 2.194 -23.426  0.074
71 N 9.342 -1.700 -20.561  0.040
72 C 10.159 -2.799 -20.647  -0.153
73 C 11.410 -2.433 -20.188  -0.145
74 C 11.445 -1.017 -20.027  -0.108
75 C 10.162 -0.571 -20.323  -0.114
76 H 8.375 -1.583 -20.828  0.072
77 H 9.699 -3.767 -20.784  0.099
78 H 12.218 -3.110 -19.955  0.090
79 H 12.345 -0.470 -19.789  0.089
80 H 9.647 0.379 -20.351  0.096
81 N 3.246 -4.130 -14.071  0.026
82 C 4.244 -3.197 -13.975  -0.163
83 C 4.576 -2.726 -15.238  -0.122
84 C 3.487 -3.026 -16.032  -0.108
85 C 2.677 -3.932 -15.257  -0.144
86 H 2.819 -4.497 -13.232  0.160
87 H 4.790 -3.033 -13.058  0.108
88 H 5.334 -1.974 -15.405  0.071
89 H 3.295 -2.617 -17.012  0.097
90 H 1.702 -4.340 -15.478  0.113
91 N 3.495 -4.443 -26.412  0.030
92 C 4.671 -4.618 -27.046  -0.141
93 C 5.662 -4.218 -26.193  -0.128
94 C 5.117 -3.894 -24.967  -0.171
95 C 3.797 -3.936 -25.103  -0.107
96 H 2.594 -4.746 -26.754  0.143
97 H 4.717 -5.033 -28.042  0.110
98 H 6.734 -4.198 -26.318  0.079
99 H 5.782 -3.614 -24.163  0.095
100 H 3.000 -3.715 -24.409  0.100
101 N 1.787 -1.027 -14.330  -0.003
102 C 0.546 -1.205 -13.777  -0.111
103 C -0.135 -0.039 -14.127  -0.121
104 C 0.751 0.782 -14.779  -0.129
105 C 1.914 0.110 -15.012  -0.117
106 H 2.477 -1.756 -14.216  0.085
107 H 0.187 -2.023 -13.170  0.100
108 H -1.178 0.108 -13.888  0.090
109 H 0.529 1.736 -15.234  0.079
110 H 2.877 0.399 -15.408  0.095
111 N 5.834 0.270 -20.465  0.059
112 C 5.966 -1.092 -20.536  -0.147
113 C 6.490 -1.417 -21.724  -0.172
114 C 6.953 -0.198 -22.327  -0.107
115 C 6.580 0.850 -21.452  -0.086
116 H 5.310 0.661 -19.695  0.082
117 H 5.428 -1.632 -19.771  0.120
118 H 6.614 -2.431 -22.074  0.096
119 H 7.622 -0.135 -23.173  0.079
120 H 6.833 1.882 -21.648  0.100
121 N 3.735 4.719 -12.786  -0.014
122 C 2.409 4.717 -13.012  -0.125
123 C 2.232 4.102 -14.261  -0.125
124 C 3.471 3.771 -14.831  -0.086
125 C 4.372 4.150 -13.845  -0.153
126 H 4.230 5.120 -12.002  0.148
127 H 1.771 5.013 -12.192  0.105
128 H 1.282 3.792 -14.671  0.066
129 H 3.749 3.191 -15.699  0.076
130 H 5.443 4.011 -13.804  0.100
131 N 7.599 -0.998 -26.081  0.043
132 C 6.325 -0.745 -25.530  -0.108
133 C 6.217 0.612 -25.588  -0.177
134 C 7.317 1.221 -26.112  -0.137
135 C 8.289 0.256 -26.304  -0.088
136 H 8.027 -1.889 -26.290  0.067
137 H 5.577 -1.484 -25.286  0.086
138 H 5.212 0.944 -25.372  0.081
139 H 7.332 2.291 -26.257  0.099
140 H 9.280 0.309 -26.731  0.094
141 N 6.484 -5.313 -19.540  0.019
142 C 6.391 -5.412 -20.863  -0.155
143 C 5.111 -4.997 -21.249  -0.126
144 C 4.339 -4.901 -20.083  -0.117
145 C 5.236 -5.025 -18.972  -0.094
146 H 7.337 -5.414 -19.009  0.108
147 H 7.212 -5.729 -21.490  0.104
148 H 4.650 -4.817 -22.209  0.073
149 H 3.279 -4.738 -19.957  0.083
150 H 5.112 -4.989 -17.900  0.077
151 N 3.578 -0.852 -22.890  0.093
152 C 2.847 -0.275 -23.827  -0.206
153 C 1.509 -0.585 -23.728  -0.109
154 C 1.459 -1.448 -22.665  -0.173
155 C 2.674 -1.620 -22.197  -0.148
156 H 4.576 -0.792 -22.747  0.101
157 H 3.199 0.395 -24.597  0.095
158 H 0.829 -0.181 -24.463  0.101
159 H 0.531 -1.853 -22.289  0.106
160 H 3.131 -2.179 -21.393  0.106
161 N 9.384 2.193 -23.137  0.012
162 C 9.454 3.483 -22.642  -0.148
163 C 10.737 3.692 -22.200  -0.114
164 C 11.532 2.505 -22.541  -0.084
165 C 10.637 1.615 -23.171  -0.130
166 H 8.536 1.739 -23.445  0.096
167 H 8.586 4.124 -22.682  0.089
168 H 11.162 4.506 -21.632  0.082
169 H 12.578 2.334 -22.334  0.082
170 H 10.841 0.609 -23.507  0.101
171 N 7.863 -0.508 -14.075  0.015
172 C 7.638 -0.348 -15.430  -0.174
173 C 8.818 -0.233 -16.110  -0.112
174 C 9.834 -0.499 -15.141  -0.111
175 C 9.247 -0.651 -13.860  -0.089
176 H 7.164 -0.534 -13.346  0.141
177 H 6.606 -0.286 -15.742  0.077
178 H 8.920 0.058 -17.145  0.090
179 H 10.901 -0.483 -15.302  0.079
180 H 9.649 -0.826 -12.873  0.098
181 N 9.335 -3.091 -29.356  0.022
182 C 9.274 -4.446 -29.202  -0.152
183 C 9.152 -4.826 -27.868  -0.090
184 C 9.377 -3.627 -27.161  -0.129
185 C 9.261 -2.547 -28.065  -0.114
186 H 9.090 -2.576 -30.189  0.148
187 H 9.202 -5.103 -30.056  0.101
188 H 9.136 -5.762 -27.331  0.086
189 H 9.574 -3.651 -26.099  0.095
190 H 9.326 -1.492 -27.842  0.072
191 N 14.246 -3.002 -25.445  -0.012
192 C 13.482 -2.115 -24.630  -0.107
193 C 12.580 -2.904 -24.003  -0.141
194 C 12.764 -4.248 -24.379  -0.104
195 C 13.750 -4.268 -25.381  -0.125
196 H 15.097 -2.737 -25.920  0.138
197 H 13.755 -1.074 -24.536  0.100
198 H 11.939 -2.629 -23.179  0.080
199 H 12.241 -5.030 -23.847  0.072
200 H 14.154 -4.983 -26.083  0.103
201 N 8.720 -8.450 -25.285  0.019
202 C 10.079 -8.605 -25.222  -0.134
203 C 10.632 -7.438 -24.766  -0.132
204 C 9.615 -6.621 -24.399  -0.152
205 C 8.434 -7.240 -24.700  -0.143
206 H 7.969 -8.988 -25.693  0.149
207 H 10.557 -9.472 -25.652  0.104
208 H 11.666 -7.142 -24.666  0.090
209 H 9.711 -5.674 -23.889  0.093
210 H 7.399 -7.029 -24.477  0.107

no.,M (u)
1,161.2
2,1408.9